No. 1
Computed, not measured: a cluster of 2 separate species, C5H11NO in total, with the ωB97M-V functional and the def2-TZVPD basis.

Geometry (Å):
C: -1.119 -1.343 -0.305
C: -0.915 0.162 -0.146
C: -2.208 0.901 0.191
N: 0.090 0.435 0.871
C: 0.224 0.139 2.034
O: 0.455 -0.088 3.164
H: -1.487 -1.785 0.629
H: -0.178 -1.834 -0.571
H: -1.854 -1.547 -1.091
H: -0.516 0.563 -1.085
H: -2.950 0.747 -0.599
H: -2.628 0.533 1.135
H: -2.023 1.974 0.292
C: 3.046 0.234 -0.900
H: 3.426 1.197 -1.249
H: 2.811 -0.397 -1.761
H: 3.809 -0.252 -0.287
H: 2.148 0.399 -0.300

Computed properties:
- Multiplicity: 1
- Energy: -327.10902 Ha


No. 2
Computed, not measured: a structure of composition C2HF2I3 at a distorted geometry, with the ωB97M-V functional and the def2-TZVPD basis.

Geometry (Å):
C: -0.619 -0.535 0.013
C: 0.537 0.406 -0.118
F: -0.572 -1.503 -0.922
F: 0.598 1.012 -1.296
I: -2.466 0.589 -0.236
I: 2.598 -0.802 0.075
I: 0.562 1.840 1.481
H: -0.638 -1.006 1.002

Computed properties:
- Multiplicity: 3
- <S²>: 2.009
- Energy: -1169.48777 Ha


No. 3
Computed, not measured: a structure of composition C29H46AuN2OS2Si5Te at a distorted geometry, with the ωB97M-V functional and the def2-TZVPD basis.

Geometry (Å):
Au: -1.483 -0.261 1.542
S: 0.054 -0.297 3.297
C: 0.314 1.396 3.520
C: 0.667 1.805 4.855
N: 0.930 2.104 5.935
C: 0.248 2.317 2.511
S: -0.110 1.942 0.866
C: 0.518 3.706 2.786
N: 0.733 4.821 2.977
C: 3.650 3.161 1.566
Si: 4.191 2.041 0.186
C: 6.072 2.083 0.124
C: 3.502 2.698 -1.422
Si: 3.511 -0.187 0.496
Te: 1.042 -0.522 0.086
Si: 4.310 -1.486 -1.291
C: 3.855 -3.289 -1.040
C: 6.174 -1.408 -1.512
C: 3.539 -0.921 -2.906
Si: 4.317 -1.044 2.526
C: 3.600 -2.744 2.842
C: 3.932 0.054 3.986
C: 6.185 -1.209 2.403
H: 3.991 4.186 1.391
H: 4.022 2.836 2.541
H: 2.565 3.181 1.614
H: 6.428 3.099 -0.075
H: 6.470 1.427 -0.655
H: 6.500 1.761 1.078
H: 3.748 3.758 -1.541
H: 2.412 2.603 -1.425
H: 3.890 2.154 -2.287
H: 4.418 -3.729 -0.211
H: 4.068 -3.866 -1.945
H: 2.789 -3.394 -0.810
H: 6.706 -1.729 -0.613
H: 6.508 -0.395 -1.751
H: 6.472 -2.064 -2.336
H: 2.451 -0.857 -2.816
H: 3.776 -1.621 -3.713
H: 3.903 0.069 -3.192
H: 2.507 -2.691 2.869
H: 3.945 -3.132 3.806
H: 3.882 -3.454 2.061
H: 2.857 0.233 4.057
H: 4.428 1.025 3.908
H: 4.255 -0.420 4.918
H: 6.476 -1.886 1.594
H: 6.592 -1.610 3.338
H: 6.664 -0.244 2.215
C: -7.200 -0.212 -0.507
C: -5.983 -0.514 0.377
C: -5.930 0.523 1.506
C: -6.132 -1.913 0.983
Si: -4.335 -0.437 -0.569
O: -3.140 -0.709 0.443
C: -4.310 -1.758 -1.925
C: -3.266 -2.689 -1.903
C: -3.184 -3.710 -2.844
C: -4.149 -3.821 -3.836
C: -5.195 -2.908 -3.882
C: -5.272 -1.892 -2.936
C: -4.195 1.271 -1.369
C: -4.527 1.556 -2.697
C: -4.412 2.843 -3.212
C: -3.956 3.877 -2.406
C: -3.607 3.617 -1.086
C: -3.725 2.329 -0.579
H: -8.107 -0.150 0.109
H: -7.362 -0.998 -1.249
H: -7.089 0.740 -1.037
H: -6.830 0.449 2.130
H: -5.879 1.542 1.110
H: -5.056 0.368 2.146
H: -7.056 -1.979 1.574
H: -5.288 -2.149 1.636
H: -6.172 -2.682 0.204
H: -2.515 -2.603 -1.123
H: -2.369 -4.423 -2.799
H: -4.089 -4.616 -4.570
H: -5.953 -2.991 -4.652
H: -6.101 -1.195 -2.991
H: -4.872 0.760 -3.348
H: -4.676 3.039 -4.245
H: -3.868 4.881 -2.804
H: -3.240 4.417 -0.452
H: -3.435 2.133 0.450

Computed properties:
- Multiplicity: 1
- Charge: -1
- Energy: -3965.19038 Ha


No. 4
Computed, not measured: a structure of composition C16H40ClN2O2 at a distorted geometry, with the ωB97M-V functional and the def2-TZVPD basis.

Geometry (Å):
Cl: -0.953 -0.790 -1.625
C: -0.905 -5.296 -0.450
C: -1.203 -3.767 -0.327
N: -2.747 -3.428 -0.174
C: -3.393 -4.176 -1.367
C: -3.299 -4.054 1.147
C: -2.753 -3.452 2.426
C: -2.998 -1.921 -0.245
C: -4.401 -1.257 0.072
O: -5.397 -1.622 -0.910
C: -6.425 -0.664 -1.100
H: -1.211 -5.885 -1.314
H: -1.282 -5.865 0.400
H: 0.167 -5.440 -0.585
H: -0.868 -3.139 -1.153
H: -0.800 -3.250 0.544
H: -2.863 -3.889 -2.275
H: -4.404 -3.770 -1.342
H: -3.562 -5.237 -1.184
H: -3.064 -5.089 0.902
H: -4.377 -3.904 1.088
H: -1.709 -3.675 2.647
H: -3.218 -3.873 3.317
H: -2.997 -2.400 2.572
H: -2.812 -1.589 -1.266
H: -2.243 -1.416 0.358
H: -4.419 -0.177 0.214
H: -4.725 -1.746 0.991
H: -7.027 -0.570 -0.197
H: -6.926 -0.857 -2.049
H: -5.955 0.306 -1.264
C: 6.451 3.345 -0.511
C: 4.953 3.423 -1.112
N: 3.877 3.363 0.025
C: 4.004 1.874 0.592
C: 4.204 4.505 1.044
C: 3.121 4.813 2.110
C: 2.516 3.752 -0.687
C: 1.315 2.848 -0.367
O: 1.365 1.589 -1.049
C: 0.225 0.776 -0.665
H: 6.598 3.956 0.379
H: 7.199 3.597 -1.263
H: 6.561 2.277 -0.325
H: 4.648 2.554 -1.696
H: 4.868 4.354 -1.673
H: 3.258 1.792 1.383
H: 4.995 1.804 1.040
H: 3.845 1.146 -0.203
H: 4.496 5.350 0.422
H: 4.951 3.941 1.603
H: 3.545 5.627 2.698
H: 2.788 3.973 2.719
H: 2.275 5.302 1.628
H: 2.600 3.594 -1.762
H: 2.368 4.832 -0.717
H: 0.366 3.332 -0.602
H: 1.514 2.662 0.688
H: 0.448 0.583 0.384
H: 0.223 -0.179 -1.191
H: -0.810 1.110 -0.745

Computed properties:
- Multiplicity: 1
- Charge: +1
- Energy: -1353.24750 Ha


No. 5
Computed, not measured: a cluster of 2 separate species, C6H16 in total at a distorted geometry, with the ωB97M-V functional and the def2-TZVPD basis.

Geometry (Å):
C: -0.413 -1.896 -1.499
C: -1.398 -0.882 -0.909
C: -2.812 -0.769 -1.444
H: -0.458 -2.856 -0.978
H: -0.781 -2.303 -2.441
H: 0.574 -1.471 -1.638
H: -1.002 0.083 -0.677
H: -1.499 -1.273 0.117
H: -3.244 -1.770 -1.489
H: -2.829 -0.365 -2.452
H: -3.486 -0.150 -0.858
C: 0.372 0.986 1.803
C: 1.553 0.824 0.812
C: 2.730 1.725 1.202
H: 0.186 0.021 2.274
H: 0.594 1.758 2.537
H: -0.556 1.295 1.324
H: 1.872 -0.175 0.776
H: 1.194 1.071 -0.190
H: 3.487 1.703 0.419
H: 2.441 2.764 1.300
H: 3.109 1.360 2.154

Computed properties:
- Multiplicity: 1
- Energy: -238.16834 Ha


No. 6
Computed, not measured: a structure of composition C21H24AuBrNO2PS2Se, with the ωB97M-V functional and the def2-TZVPD basis.

Geometry (Å):
Au: -1.514 1.048 0.690
Br: -4.318 0.567 -0.595
C: -4.042 -1.241 -0.056
C: -4.827 -2.158 -0.690
C: -4.826 -3.502 -0.266
C: -4.096 -3.861 0.824
C: -3.278 -2.918 1.496
C: -2.568 -3.308 2.658
C: -1.754 -2.421 3.292
C: -1.555 -1.131 2.750
C: -2.209 -0.685 1.620
C: -3.162 -1.579 1.021
H: -5.473 -1.844 -1.498
H: -5.434 -4.228 -0.791
H: -4.131 -4.876 1.203
H: -2.694 -4.318 3.029
H: -1.231 -2.711 4.196
H: -0.836 -0.485 3.238
Se: -0.435 3.275 0.620
C: 0.507 3.148 2.301
C: 1.882 3.208 2.427
C: 2.415 3.159 3.708
N: 1.684 3.071 4.816
C: 0.362 3.022 4.666
C: -0.278 3.050 3.436
H: 2.533 3.282 1.568
H: 3.490 3.197 3.845
H: -0.223 2.946 5.576
H: -1.357 2.982 3.374
C: 1.781 -1.985 -0.674
C: 2.613 -0.834 -0.152
C: 3.964 -0.709 -0.826
O: 1.894 0.440 -0.233
P: 1.056 1.063 -1.399
S: 1.175 3.126 -0.927
S: -0.687 0.281 -1.736
O: 2.048 0.977 -2.629
C: 1.854 1.321 -4.042
C: 0.857 2.435 -4.282
C: 1.498 0.047 -4.777
H: 2.323 -2.915 -0.498
H: 1.603 -1.886 -1.746
H: 0.817 -2.036 -0.169
H: 2.754 -0.944 0.922
H: 3.860 -0.674 -1.909
H: 4.575 -1.573 -0.560
H: 4.478 0.193 -0.495
H: 2.846 1.657 -4.344
H: -0.142 2.148 -3.952
H: 0.823 2.630 -5.355
H: 1.145 3.355 -3.777
H: 0.497 -0.286 -4.501
H: 2.208 -0.746 -4.540
H: 1.527 0.226 -5.853

Computed properties:
- Multiplicity: 1
- Energy: -7268.79679 Ha


No. 7
Computed, not measured: a structure of composition C18H29N2O4P2PmS2 at a distorted geometry, with the ωB97M-V functional and the def2-TZVPD basis.

Geometry (Å):
C: 1.854 -3.511 -0.530
C: 1.534 -2.152 -0.236
N: 0.198 -1.754 -0.247
C: -0.751 -2.707 -0.320
C: -0.467 -4.067 -0.542
C: 0.862 -4.477 -0.674
C: 2.523 -1.258 0.255
P: 2.114 0.251 1.204
Pm: -0.285 1.084 -0.576
P: -2.632 -0.600 -0.834
C: -2.236 -2.295 -0.204
O: 4.319 -1.971 -2.923
O: 3.152 2.371 -1.990
H: 2.898 -3.780 -0.595
H: -1.346 -4.739 -0.653
H: 1.069 -5.525 -0.927
C: 2.489 -0.308 2.936
C: 3.749 1.080 0.801
H: -2.833 -3.020 -0.792
H: -2.512 -2.342 0.871
H: 4.434 -1.005 -2.736
H: 3.569 -1.626 0.266
C: -4.214 -0.416 0.022
C: -3.169 -1.007 -2.514
H: -1.765 1.419 -2.276
H: 3.686 3.053 -2.442
H: 2.652 1.916 -2.679
H: 3.801 -1.836 -3.717
H: -0.483 0.490 1.236
H: -2.008 1.688 -2.919
H: 3.544 -0.572 3.117
H: 2.216 0.560 3.558
H: 1.839 -1.156 3.192
H: 4.618 0.442 1.038
H: 3.790 1.342 -0.269
H: 3.757 2.000 1.395
H: -4.105 -1.564 -2.492
H: -3.285 -0.087 -3.085
H: -2.401 -1.606 -2.987
H: -4.993 -0.903 -0.568
H: -4.175 -0.852 1.023
H: -4.449 0.641 0.132
O: -3.408 1.960 2.086
S: -3.023 3.069 1.246
O: -3.877 3.474 0.154
N: -1.474 2.755 0.624
C: -0.523 3.610 1.067
S: 1.045 3.315 0.488
C: -1.028 4.615 1.981
C: -0.346 5.565 2.765
C: -1.052 6.328 3.702
C: -2.439 6.154 3.867
C: -3.123 5.185 3.117
C: -2.406 4.442 2.188
H: 0.717 5.692 2.610
H: -0.541 7.049 4.320
H: -2.998 6.749 4.602
H: -4.196 5.000 3.228

Computed properties:
- Multiplicity: 5
- <S²>: 6.012
- Energy: -3201.07168 Ha


No. 8
Computed, not measured: a cluster of 2 separate species, C2H6NS2 in total at a distorted geometry, with the ωB97M-V functional and the def2-TZVPD basis.

Geometry (Å):
C: -1.138 0.297 -1.220
C: 0.305 -0.323 0.676
N: -0.415 0.712 -0.082
S: -2.762 -0.545 -1.246
S: -2.137 1.171 -2.345
H: 0.113 -1.214 -1.539
H: -0.493 -0.923 0.979
H: 0.823 -0.815 -0.133
H: 1.076 0.145 1.307
H: 0.232 1.407 -0.364
H: -0.993 1.341 0.571

Computed properties:
- Multiplicity: 3
- <S²>: 2.213
- Charge: +1
- Energy: -930.40201 Ha


Repeat the second record exactly.
Computed, not measured: a structure of composition C2HF2I3 at a distorted geometry, with the ωB97M-V functional and the def2-TZVPD basis.

Geometry (Å):
C: -0.619 -0.535 0.013
C: 0.537 0.406 -0.118
F: -0.572 -1.503 -0.922
F: 0.598 1.012 -1.296
I: -2.466 0.589 -0.236
I: 2.598 -0.802 0.075
I: 0.562 1.840 1.481
H: -0.638 -1.006 1.002

Computed properties:
- Multiplicity: 3
- <S²>: 2.009
- Energy: -1169.48777 Ha